{
  "formula": "C37H63Br11ClI2N4O6S",
  "method": "wB97M-V/def2-TZVPD",
  "homo_lumo_gap_ev": 6.15,
  "charge": 1,
  "e_homo_ev": -9.643,
  "largest_force_ha_per_bohr": 0.177,
  "symbols": ["C", "O", "C", "C", "Cl", "O", "C", "C", "C", "N", "C", "C", "I", "C", "C", "I", "N", "C", "C", "C", "C", "C", "C", "C", "C", "O", "C", "C", "O", "C", "C", "C", "S", "C", "N", "N", "C", "O", "C", "C", "O", "Br", "H", "H", "H", "H", "H", "H", "H", "H", "H", "H", "H", "H", "H", "H", "H", "H", "H", "H", "H", "H", "H", "H", "H", "H", "H", "H", "H", "H", "H", "H", "H", "H", "H", "H", "H", "H", "H", "H", "H", "H", "H", "H", "H", "Br", "C", "C", "Br", "H", "H", "H", "H", "Br", "C", "C", "Br", "H", "H", "H", "H", "Br", "C", "C", "Br", "H", "H", "H", "H", "Br", "C", "C", "Br", "H", "H", "H", "H", "Br", "C", "C", "Br", "H", "H", "H", "H"],
  "coordinates": [[2.1251, 1.6667, 5.0657], [1.9846, 0.6484, 4.0140], [1.8912, 1.3079, 2.6691], [1.8856, 0.0305, 1.5881], [3.3969, -0.9098, 2.2357], [0.6481, -0.6725, 2.0149], [0.4865, -1.9683, 1.3654], [0.8184, -3.1340, 2.4469], [0.0939, -2.6615, 3.8798], [-0.9154, -3.4299, 4.4660], [1.2738, -2.0904, -0.1094], [2.4699, -3.1849, -0.1412], [1.5402, -5.2225, -0.4038], [3.5449, -3.2176, -1.3392], [4.8674, -4.0748, -0.8028], [2.7387, -4.3618, -3.0724], [1.4265, -0.7818, -0.8302], [0.2374, -0.5755, -1.7158], [-1.2467, -0.5227, -1.0777], [-2.3858, 0.2614, -1.9579], [-3.7387, -0.6751, -2.2294], [-4.7666, -0.7295, -0.9533], [-5.9580, 0.4188, -0.9942], [-6.7416, 0.5720, 0.4445], [-8.3543, 0.9142, 0.2978], [-9.2147, -0.1598, 0.8806], [-10.5379, 0.3703, 1.2471], [-11.4510, -0.3365, 2.4557], [-11.1464, 1.4170, 0.6301], [1.9437, 0.4203, 0.0041], [1.2118, 1.8016, -0.4439], [1.6092, 3.2492, 0.1161], [0.0967, 4.0795, 0.9450], [0.6278, 5.9068, 1.0155], [2.0133, 6.3296, 0.5470], [2.1712, 7.6944, 0.7410], [0.8497, 8.1548, 1.3284], [-0.1713, 7.0758, 1.5069], [3.5348, 0.5483, -0.4997], [4.4936, 1.6660, 0.0965], [4.6645, 2.8025, -0.6450], [5.6436, 1.7115, 1.7391], [1.9167, 1.1540, 6.1143], [1.3710, 2.5620, 4.9847], [3.2586, 1.9906, 5.0856], [2.8379, 1.9875, 2.5686], [0.8677, 1.8872, 2.6614], [-0.6945, -2.0563, 1.1832], [1.9439, -3.2951, 2.7158], [0.2717, -4.1602, 2.1757], [0.4358, -1.6984, 4.4687], [-1.1074, -4.2712, 3.8699], [0.4321, -2.6865, -0.7273], [3.0764, -3.3305, 0.8600], [3.9171, -2.2106, -1.7824], [5.2455, -3.5129, 0.1773], [4.6105, -5.1724, -0.4883], [5.7175, -4.1257, -1.6098], [2.1590, -0.9542, -1.5874], [0.2258, -1.5033, -2.4791], [0.3210, 0.3079, -2.5158], [-1.6396, -1.6372, -0.9392], [-1.1617, -0.0873, 0.0239], [-1.9759, 0.7536, -2.9439], [-2.7657, 1.1664, -1.2831], [-4.3035, -0.2337, -3.1774], [-3.4344, -1.8017, -2.4782], [-4.2420, -0.7126, 0.0926], [-5.3332, -1.7761, -1.0195], [-5.5181, 1.4780, -1.2589], [-6.7931, 0.1687, -1.7996], [-6.6128, -0.3745, 1.1549], [-6.2838, 1.4841, 1.0628], [-8.6617, 1.2080, -0.7992], [-8.5844, 1.8780, 0.9629], [-10.9106, -1.2689, 2.9394], [-12.5030, -0.7195, 2.0421], [-11.7059, 0.4407, 3.3225], [1.4323, 1.9061, -1.6169], [0.0379, 1.7343, -0.2261], [1.8930, 4.0165, -0.7553], [2.4607, 3.3447, 0.9016], [0.7205, 9.2913, 1.6095], [3.4383, 0.7712, -1.6719], [4.0986, -0.5009, -0.4601], [8.4858, -5.7194, -1.6850], [8.9855, -6.4775, 0.0409], [7.7919, -7.0915, 0.7350], [6.6474, -5.7196, 1.5175], [9.4580, -5.6768, 0.6168], [9.7323, -7.2422, -0.1901], [8.1120, -7.7093, 1.5786], [7.1633, -7.6900, 0.0696], [4.3289, -4.2176, -9.0426], [2.8217, -4.4476, -7.8266], [2.6566, -3.2451, -6.9265], [3.9833, -3.2458, -5.4969], [2.9917, -5.3791, -7.2796], [1.9490, -4.5663, -8.4749], [1.6896, -3.2750, -6.4165], [2.7554, -2.2917, -7.4532], [6.1815, 9.1223, -2.9382], [6.7137, 7.8308, -1.5773], [5.7162, 7.7890, -0.4430], [5.9276, 9.3251, 0.7401], [7.7237, 8.1017, -1.2574], [6.7476, 6.8688, -2.0963], [5.8904, 6.9156, 0.1917], [4.6756, 7.7864, -0.7798], [-5.1252, -2.1416, -4.8533], [-6.3132, -3.2424, -3.7669], [-7.7635, -2.9349, -4.0592], [-8.3159, -1.2667, -3.2130], [-6.0363, -3.0763, -2.7222], [-6.0751, -4.2739, -4.0416], [-8.4145, -3.7009, -3.6285], [-7.9802, -2.8383, -5.1268], [-2.9341, 2.0192, 6.0141], [-1.8610, 3.4517, 6.7884], [-1.9478, 4.7108, 5.9573], [-0.8494, 4.5737, 4.3514], [-0.8420, 3.0682, 6.8903], [-2.2834, 3.6171, 7.7836], [-1.5417, 5.5645, 6.5071], [-2.9645, 4.9454, 5.6296]],
  "atomic_forces_ev_per_a": [[0.5777, -0.1015, 1.2395], [-0.5690, 2.1357, -1.0605], [-0.1366, -0.6324, 1.0191], [-1.3386, 1.1489, 2.8289], [-1.1502, 0.2353, -1.3711], [2.6082, 0.3876, -2.6634], [-0.9536, -0.8915, 0.1488], [-1.0628, 0.0531, 1.6860], [-3.0700, -2.9528, 1.4765], [4.5515, 3.0984, -3.0039], [-2.6115, -3.7301, 0.7811], [1.1982, -0.5822, 0.3344], [-0.7092, 0.5258, 2.8680], [1.1213, -0.9447, 0.4931], [-0.1145, 0.6678, 0.3475], [0.5439, 0.9944, 0.8432], [1.1024, 0.1754, -1.2848], [-3.1754, -0.1740, -4.0480], [-0.2063, -0.7649, 1.2773], [-0.8305, 0.6256, 0.8082], [0.3026, 0.1463, -0.0580], [-1.1727, -0.3665, -0.3543], [-0.3575, 0.2879, 0.2995], [-0.2240, 0.1508, 0.7976], [0.3950, 1.9283, 0.4745], [-2.7075, 2.4312, 0.6990], [-3.3141, 4.0236, -2.5118], [0.3158, -0.7469, 0.1381], [4.6586, -6.4685, 3.6286], [2.3041, 1.1457, 1.0899], [-1.4220, 0.3614, -0.9372], [1.4572, 2.1315, 0.0226], [0.7385, 1.8053, -0.1685], [4.0115, 2.7177, -1.2361], [-5.6030, -0.3719, 2.2940], [-7.5358, -0.4682, 2.7013], [3.5503, -1.8848, -1.7089], [5.9810, -0.5172, -2.0988], [0.2297, -1.2839, -1.1600], [1.1272, 7.1821, -4.5022], [-1.4362, -7.6852, 4.6461], [-1.3801, -0.6069, -1.5759], [0.3740, 0.8189, -2.3937], [1.5360, -1.6387, -0.1849], [-2.3016, -0.1867, -0.0758], [-1.8501, -1.1749, -0.1725], [2.0388, -0.9855, -0.3913], [2.7528, 0.2423, 0.1886], [-2.0919, 0.3280, -0.8545], [1.4756, 2.3812, 0.3738], [-0.6481, -2.0506, -1.4908], [0.3117, 0.8883, 0.3901], [1.9693, 1.6602, 1.1773], [-1.4864, 0.7490, -2.0229], [-0.7760, -1.5778, 0.8470], [-0.6077, -1.1613, -2.1861], [0.2039, 2.2258, -0.7166], [-1.7409, 0.2745, 1.6160], [-0.6708, 0.1840, 1.3578], [0.3114, 1.8374, 1.9040], [0.3992, -1.5763, 2.3382], [0.9216, 2.2812, -0.2651], [-0.3021, -0.7655, -2.3150], [-0.6645, -1.2389, 1.8392], [0.8652, -1.7984, -1.5130], [1.2440, -0.9925, 2.2488], [-0.4329, 2.5690, 0.3911], [-0.7386, 0.0725, -1.9992], [1.2021, 2.1826, 0.2669], [-0.7180, -2.1074, 0.4079], [2.2257, 0.4223, 1.6483], [-0.3430, 1.8687, -1.7112], [-0.8974, -2.0236, -1.4109], [0.5336, -0.9564, 2.1086], [0.5575, -2.0492, -1.6055], [-0.9680, 2.0176, -1.0779], [2.5511, 1.0542, 0.5403], [0.8643, -1.4833, -2.2005], [-0.8257, -0.4533, 2.6624], [2.5288, -0.2332, -0.8404], [-0.4807, -2.0256, 1.8606], [-1.4708, -0.4879, -1.5845], [-0.3728, -2.8565, -0.4710], [0.3926, -0.0211, 2.5870], [-1.3222, 2.2060, 0.4017], [0.0243, 0.0482, 0.1018], [0.1145, -0.0905, -0.1694], [0.0612, -0.1171, 0.2278], [0.1054, -0.1785, 0.0735], [-0.2047, -0.2215, -0.0925], [-0.1838, 0.0931, 0.0770], [-0.0054, 0.1304, -0.1674], [0.2191, 0.2077, 0.1043], [-0.0963, -0.0760, 0.1649], [0.0314, 0.0025, -0.3399], [-0.0154, 0.1356, -0.0021], [0.9823, 0.9438, -2.4159], [-0.0378, 0.2903, -0.0525], [0.1076, 0.0736, 0.1738], [0.1030, -0.0552, -0.0621], [-0.0212, -0.3245, 0.0279], [0.0943, -0.0323, 0.0923], [-0.0321, -0.0993, -0.2221], [0.0289, -0.0531, 0.2394], [-0.0874, -0.0731, -0.0972], [-0.3096, -0.0386, 0.0030], [-0.0475, 0.1389, 0.1444], [0.0030, 0.1220, -0.1604], [0.2899, 0.0270, 0.0366], [-0.2166, -0.2569, -0.2752], [0.1079, -0.2004, -0.1651], [-0.2144, -0.0058, 0.1601], [-0.1436, -0.2267, -0.2640], [-0.1762, 0.0057, -0.2469], [-0.1010, 0.1788, 0.0313], [0.1818, 0.0989, -0.0594], [0.1671, -0.0296, 0.2745], [0.1665, 0.0279, 0.0039], [-0.2242, -0.1106, 0.1312], [0.1453, 0.2156, 0.1150], [-0.0985, -0.0273, -0.0257], [-0.2363, 0.1757, -0.0818], [0.0810, 0.0479, -0.2005], [-0.0634, -0.1867, -0.0567], [0.2582, -0.1648, 0.1018]]
}